Record 1
ORCA calculation (the ωB97M-V functional and the def2-TZVPD basis) on a structure of composition C50H44Cl3N3NiO6Te in a non-equilibrium geometry.

Computed properties:
2S+1	4
<S²>	3.8167
HOMO level (alpha / beta)	-4.868 / -4.883	eV
Kohn-Sham gap (alpha / beta)	0.243 / 0.177	Eh
total charge	-1

XYZ file:
```
108
Properties=species:S:1:pos:R:3:mulliken_spin:R:1
C -17.40603 -10.51383 12.92406 0.00
C -20.60548 -11.95512 18.97610 0.00
H -19.04788 -8.25035 17.64913 0.00
C -10.45850 -5.35841 15.79312 0.00
C -8.91694 -5.59237 14.23405 0.00
N -13.32173 -9.09716 16.87565 -0.04
C -17.76536 -8.08617 13.04058 0.00
C -20.82923 -11.75255 17.63101 0.00
H -18.02777 -4.79804 13.92879 0.00
O -14.81738 -7.39508 14.97864 0.03
N -11.71119 -9.88362 14.88912 0.53
C -9.41013 -10.21141 17.75767 -0.13
C -11.03806 -5.71987 14.62843 -0.01
C -14.93616 -9.59870 9.07904 0.00
H -14.55568 -8.39934 19.95429 0.00
H -18.21130 -11.25940 13.10154 0.00
O -10.18379 -5.64623 13.58244 0.00
H -16.62466 -13.07966 19.02326 0.00
O -15.26151 -6.23392 16.79114 0.01
H -12.06153 -12.71117 11.41667 0.00
C -11.21834 -10.41354 13.68065 -0.08
H -17.73067 -8.04713 11.92450 0.00
H -18.07306 -6.00106 15.73742 0.00
H -15.16544 -15.40785 9.99339 0.00
H -21.34013 -12.93540 20.64569 0.00
C -17.98226 -8.13872 17.34471 0.00
C -17.83495 -5.49698 13.13643 0.00
H -12.26800 -9.15668 20.58485 0.00
H -21.85750 -11.59709 17.23436 0.00
H -15.19367 -8.90188 8.27577 0.00
C -10.23189 -9.72221 18.75803 0.29
C -10.88320 -9.34131 12.63864 0.03
C -9.53697 -8.55366 10.76582 0.00
N -14.29113 -10.85603 14.13333 0.10
H -8.26746 -4.96943 13.65434 0.00
C -19.78765 -11.46882 16.74196 0.00
H -20.12450 -10.10705 15.12301 0.00
C -11.69903 -7.57421 11.28985 0.00
H -13.90936 -9.87597 9.11095 0.00
H -15.06485 -8.17554 17.34945 0.05
H -19.11449 -12.38531 20.31447 0.00
H -10.28419 -10.91688 13.79792 0.02
Cl -8.12128 -8.57645 9.70397 0.00
Cl -15.24382 -8.87722 10.61605 0.00
C -11.16997 -9.90976 16.12005 -0.02
H -21.47436 -11.09229 20.70238 0.00
H -21.24038 -11.38917 15.19537 0.00
C -10.53290 -7.54688 10.57816 0.00
H -9.04048 -10.25915 11.95881 0.00
C -19.27290 -12.02947 19.34198 0.00
H -16.68662 -11.67986 20.11176 0.00
Cl -15.88436 -11.09107 8.83179 0.00
C -17.52209 -9.24469 13.73891 0.01
H -17.41194 -8.84886 17.90628 0.00
C -18.23625 -11.84547 18.52929 0.00
H -22.65888 -12.15148 19.78324 0.00
C -15.14844 -13.18894 12.62425 0.01
C -17.48636 -9.26653 15.13906 -0.01
H -13.13840 -5.45937 17.82583 0.00
H -17.59174 -7.12570 17.72285 0.00
C -9.85299 -10.31539 16.44071 0.34
H -15.71102 -12.80475 13.50747 0.00
H -12.83664 -6.41470 13.61186 0.01
C -12.41242 -5.93527 14.53169 0.00
C -12.07788 -9.52214 17.21989 0.08
H -8.49092 -6.61445 14.27384 0.00
H -9.17936 -10.65649 15.65420 0.01
H -16.44008 -10.98663 13.10415 0.00
Te -16.74609 -11.11929 15.98205 0.00
O -9.10197 -5.11768 15.57368 0.00
C -11.58891 -9.47004 18.53283 -0.08
H -10.45702 -6.76602 9.84061 0.00
O -13.07754 -8.44919 12.96651 0.05
C -13.88713 -12.67066 12.43249 0.02
C -21.60117 -12.04352 20.08282 0.00
H -9.78201 -9.65690 19.74169 0.01
C -17.76660 -8.12321 15.87261 -0.01
C -13.81019 -8.74282 19.22762 -0.06
C -14.77671 -14.68343 10.73564 0.00
H -12.50947 -6.95598 11.02796 0.00
H -16.10220 -11.49149 18.52898 0.00
H -16.67054 -14.56421 11.78786 0.00
H -10.78086 -4.72703 17.83059 0.00
C -16.83950 -12.02870 19.04894 0.00
H -16.81371 -5.32659 12.84739 0.00
C -17.93216 -6.92386 15.17850 0.00
C -12.52282 -5.52530 16.89290 0.00
C -13.14533 -5.89802 15.69504 0.01
C -13.03368 -13.18950 11.48620 0.00
C -9.75780 -9.44420 11.77538 0.00
H -18.53190 -5.45246 12.29840 0.00
C -13.45958 -14.25217 10.66491 0.00
H -12.85668 -14.62168 9.84601 0.00
C -15.60477 -14.20929 11.76642 0.00
H -8.35465 -10.31055 17.95519 0.00
C -18.49134 -11.44230 17.21569 0.00
C -11.19389 -5.15949 16.96708 0.00
H -17.50446 -10.39973 11.85099 0.00
Ni -13.60932 -9.16547 14.77338 1.75
C -11.95254 -8.47828 12.35187 0.01
C -13.54477 -11.47117 13.32974 -0.03
C -17.91491 -6.89599 13.78211 0.00
C -20.15388 -11.19441 15.30769 0.00
C -12.53633 -9.07946 19.52900 0.03
H -19.49112 -11.75204 14.64054 0.00
O -12.14920 -11.36326 13.12382 0.03
C -14.16948 -8.73389 17.83857 0.03
C -14.53065 -6.52240 15.83504 -0.01
```

Record 2
ORCA calculation (the ωB97M-V functional and the def2-TZVPD basis) on a cluster of 2 separate species, C3H7NO3 in total in a non-equilibrium geometry.

Computed properties:
HOMO level	-9.719	eV
Kohn-Sham gap	0.379	Eh
SMILES string	O=CCNC=O.O
relative energy (zero: lowest compared OMol25 entry of this formula, charge and spin)	2.181	eV

XYZ file:
```
14
Properties=species:S:1:pos:R:3:nbo_charge:R:1
C -1.97417 -0.44386 1.10547 0.53
N -1.34718 0.16724 0.06952 -0.61
C 0.80847 -0.49158 0.89873 0.43
H -1.84294 0.98786 -0.24966 0.40
H 2.72549 0.92725 -3.07369 0.47
O -1.80370 -1.56357 1.52706 -0.60
H 0.84914 -1.56703 1.11500 0.14
O 1.53512 0.31481 1.40198 -0.50
C 0.02577 -0.12006 -0.35359 -0.33
O 2.09994 1.51994 -3.46148 -0.94
H 0.20628 -0.82714 -1.16799 0.21
H 0.40819 0.82617 -0.75157 0.23
H -2.80480 0.18029 1.48716 0.11
H 2.55277 2.33900 -3.62127 0.47
```

Record 3
ORCA calculation (the ωB97M-V functional and the def2-TZVPD basis) on a cluster of 2 separate species, C3H6S in total.

Computed properties:
HOMO level (alpha / beta)	-9.971 / -8.123	eV
Kohn-Sham gap (alpha / beta)	0.376 / 0.210	Eh
relative energy (zero: lowest compared OMol25 entry of this formula, charge and spin)	4.034	eV

XYZ file:
```
10
Properties=species:S:1:pos:R:3:nbo_charge:R:1
H -1.05152 1.14007 -0.40742 0.21
C -0.10329 -0.35804 1.18045 -0.47
H 1.49726 1.19440 1.36710 0.22
C 0.99158 0.55610 0.65458 -0.47
H 1.63822 0.22707 -0.14932 0.22
H -1.36874 -0.79165 -3.53082 0.10
C -0.40631 0.79933 0.36585 -0.09
H -0.24412 -1.34295 0.75288 0.22
S -0.63321 -1.09969 -2.47437 -0.15
H -0.31987 -0.32465 2.24108 0.22
```

Record 4
ORCA calculation (the ωB97M-V functional and the def2-TZVPD basis) on a structure of composition C34H38N3NaO3PSbTe2 in a non-equilibrium geometry.

Computed properties:
HOMO level	-5.371	eV
Kohn-Sham gap	0.141	Eh
relative energy (zero: lowest compared OMol25 entry of this formula, charge and spin)	2.021	eV

XYZ file:
```
83
Properties=species:S:1:pos:R:3:lowdin_charge:R:1
H 3.78314 1.26115 6.23568 0.11
C 0.87973 1.37239 -4.35351 -0.10
C -0.57830 -1.47202 -2.42759 -0.29
C -2.88374 3.13728 5.33783 -0.06
C -3.42778 -1.48560 -2.81069 -0.09
C 3.53838 -3.24629 -6.60268 -0.07
H 1.28155 -3.95526 -4.06977 0.11
H 2.97606 -5.06541 -5.41434 0.11
H 0.79335 0.86305 6.24050 0.08
C -2.14553 3.70235 4.15479 -0.25
C 2.93594 3.71589 -1.51389 -0.03
H 1.21105 2.18136 5.16661 0.06
H -4.95094 0.99868 -0.83590 0.03
H -5.19339 0.88850 0.89848 0.07
C -2.72933 -0.31186 -2.61487 -0.09
H -0.90243 -3.67406 -2.73143 0.11
C 0.91813 2.76055 -4.58138 -0.04
N 2.22438 1.61001 -2.38492 0.05
H -1.69848 -0.83247 3.31161 0.08
C -0.80330 -4.47155 0.89508 -0.10
H -3.82092 3.69059 5.24705 0.08
O -0.74551 1.42381 2.32538 -0.42
H -2.82327 -1.02011 1.94842 0.11
O -2.72996 1.77056 0.82384 -0.34
C 2.74091 -1.24579 -5.52299 -0.12
H -2.83437 -3.64515 1.05353 0.13
N 0.01936 -2.13907 2.05218 0.04
Sb 3.03267 -2.51611 1.72145 0.98
C 2.14428 2.95816 -2.52336 -0.29
C 4.27991 -1.46119 4.31047 -0.19
H -3.16038 -3.62695 -3.17395 0.12
C 2.88734 -3.99137 -5.57688 -0.06
Na 0.99081 0.02910 2.04886 0.24
H 3.68319 4.33067 -2.04412 0.09
H -2.98252 2.11293 5.42977 0.05
C 0.58084 -4.27044 1.09628 -0.13
C -1.73504 -3.54466 1.29212 -0.07
C -1.40278 -0.33474 -2.21725 -0.11
N 2.18756 -0.51511 3.85562 -0.01
C 1.45487 0.86256 -3.18997 -0.48
H -1.09532 3.50883 4.13409 0.07
H -2.85960 -2.11396 3.43357 0.08
C -1.30726 -2.63381 -2.68557 -0.13
C 3.66307 0.53505 5.42147 -0.03
H 0.33831 0.80667 4.54680 0.04
C 4.55477 -0.54162 5.24746 -0.10
H -4.31619 3.27352 0.98231 0.10
Te -0.73185 4.49865 0.78679 0.15
H 2.37360 4.29883 -0.84527 0.03
C 0.85800 -2.97007 1.58423 -0.60
C 1.52312 3.55901 -3.63764 0.00
C -5.06114 1.58344 0.06764 -0.09
C -1.32040 -2.46503 2.04745 -0.33
H 0.40037 0.70139 -5.06045 0.11
H 4.02442 -3.79521 -7.42142 0.12
H 1.44829 -4.76301 0.64423 0.06
H -1.16646 0.56315 -1.69475 0.10
H 3.48897 2.99261 -0.92942 0.08
C 2.06262 -3.34784 -4.62117 -0.16
H -3.25182 0.63291 -2.59072 0.11
C 3.10731 -1.40328 3.56685 -0.58
C 2.39838 0.38092 4.81308 -0.28
H -3.50554 3.14340 -0.56058 0.08
Te 1.72672 -1.21108 -2.54241 1.77
H -4.57332 -1.39764 -2.93878 0.14
H 5.47530 -0.67907 5.87018 0.12
O -2.73746 2.95224 2.99860 -0.33
C -2.24031 -1.59966 2.72333 -0.04
P -1.71453 2.48514 1.86878 0.10
H -6.12037 2.07150 0.06735 0.11
H 3.68337 -1.33481 -7.51874 0.11
C 1.08848 1.13778 5.23577 0.00
C -2.71561 -2.66479 -2.84706 -0.09
H -2.39839 3.51289 6.22540 0.07
H 1.60760 4.62503 -3.78509 0.12
H 0.55627 3.16570 -5.53305 0.12
C 2.10863 -1.95867 -4.52149 -0.47
H -1.20249 -5.30391 0.33575 0.09
C 3.31313 -1.89173 -6.65235 -0.07
H 2.84438 -0.15299 -5.34774 0.10
H -2.34752 4.73816 3.87397 0.11
C -3.89987 2.55874 0.26207 -0.25
H 4.92486 -2.34177 4.14047 0.09
```

no.,E_tot (eV)
1,-155223.0829
2,-10856.1872
3,-14038.8323
4,-81312.7838